192
Properties=species:S:1:pos:R:3:forces:R:3 method="wB97M-V/def2-TZVPD" total_charge=0 energy_ha=-4027.7460 gap_ev=8.43
Na 19.40961 13.89424 11.30818 0.45 -0.24 0.04
B 21.26835 13.63338 14.20525 -0.01 -1.87 0.76
F 20.45478 14.72003 14.32610 -0.24 1.11 -0.19
F 21.00835 12.97335 12.96899 -0.03 0.21 -1.10
F 22.62317 13.83600 14.37118 0.91 0.98 -0.52
F 20.95890 12.67575 15.16799 -0.72 -0.52 0.94
C 14.83413 13.98447 9.49170 -0.69 0.50 -0.13
C 13.60805 14.28918 10.38159 -0.35 -0.62 -0.78
C 12.43335 13.39830 9.91549 0.51 0.05 -1.60
C 11.21214 13.46518 10.81426 0.81 1.02 0.45
C 11.74711 12.92262 12.15937 -0.20 2.81 0.68
C 12.95515 13.74386 12.74365 -1.19 0.04 0.32
N 13.95688 13.79032 11.71931 0.97 0.59 -1.21
O 15.06912 14.59728 12.06870 0.03 0.55 1.28
C 12.40179 15.07730 13.25128 0.66 0.70 1.08
C 13.51500 13.03080 13.95945 1.01 -0.67 -0.17
C 13.27042 15.78597 10.18963 -0.12 0.39 0.82
H 15.17508 12.97549 9.64598 -0.02 -0.61 -0.09
H 15.67875 14.62286 9.73916 -0.09 0.25 -0.12
H 14.51519 14.15510 8.45375 0.37 -0.18 0.15
H 12.18167 13.72984 8.88235 0.15 -0.37 0.46
H 12.88143 12.37171 9.86235 -0.72 0.58 -0.02
H 10.38374 12.86321 10.46208 -0.06 -0.26 -0.17
H 10.82470 14.54732 10.80228 0.53 -1.53 0.51
H 12.10135 11.93749 12.01789 -0.09 -1.33 0.06
H 11.02182 13.09255 12.95694 -0.32 -0.95 -0.07
H 11.87113 15.62630 12.49658 -0.10 0.41 -0.30
H 11.72273 14.92841 14.09776 -0.22 -0.36 -0.30
H 13.17402 15.71253 13.74278 -0.13 -0.29 -0.83
H 12.81247 13.03905 14.77632 -0.25 0.12 0.35
H 13.77122 11.98345 13.76338 -0.15 0.04 -0.21
H 14.46707 13.48356 14.27058 -0.37 0.14 0.02
H 13.59533 16.18279 9.23044 -0.26 -0.46 -0.42
H 13.83610 16.42804 10.86663 -0.08 -0.23 0.42
H 12.19869 15.99970 10.33424 0.44 0.01 -0.15
H 15.83821 14.02485 12.02519 0.31 -0.45 0.01
C 22.11360 7.80344 11.29257 0.83 1.29 -0.16
C 22.39537 8.30933 12.71618 0.11 0.08 1.66
C 23.12110 7.23359 13.58080 0.51 1.18 0.37
C 24.61237 7.09648 13.29738 0.81 -0.43 0.26
C 25.26068 8.45162 13.56058 0.21 0.74 0.15
C 24.67707 9.57644 12.66044 0.00 -0.82 1.50
N 23.23495 9.54483 12.90948 -0.60 -0.22 -0.39
O 22.69388 10.59506 12.14478 0.15 -0.96 -2.40
C 25.15949 10.90728 13.27488 0.13 -0.04 -2.42
C 25.19524 9.46220 11.22692 0.04 -0.66 0.84
C 21.03961 8.71647 13.34942 1.05 0.82 0.17
H 21.59509 8.63190 10.78051 -0.12 -0.44 0.04
H 21.50141 6.88719 11.29576 0.40 0.36 -0.05
H 23.07830 7.71486 10.76631 -0.47 -0.57 -0.01
H 23.15074 7.56645 14.65443 -0.86 -0.47 -0.83
H 22.60993 6.31261 13.41578 -0.48 -0.81 0.36
H 24.85252 6.73011 12.26384 -0.23 0.32 0.80
H 25.08976 6.37686 14.02813 -0.67 0.43 -0.86
H 26.32612 8.40813 13.32926 0.17 -0.04 0.13
H 25.18396 8.81559 14.64422 -0.15 -0.87 -1.36
H 25.96510 10.70949 13.91024 1.28 -0.21 1.07
H 25.54390 11.57791 12.48609 -0.22 -0.06 0.26
H 24.40020 11.42171 13.79816 -0.85 0.41 0.65
H 26.24141 9.70483 11.34202 0.55 -0.17 -0.36
H 25.08980 8.45847 10.76347 -0.07 0.79 0.17
H 24.76239 10.27376 10.68972 -0.52 0.29 -0.93
H 20.26682 7.98747 13.37236 -0.60 -0.84 -0.87
H 20.77219 9.67021 12.86742 -0.45 -0.58 0.04
H 21.09019 8.91933 14.41042 0.67 0.30 0.38
H 22.41929 11.30421 12.68415 -0.61 1.15 1.60
C 25.23209 13.22581 17.81506 -1.47 0.31 -1.48
C 26.16043 13.90378 16.80071 -1.80 -0.11 -1.02
C 25.58116 15.31144 16.69687 0.33 0.66 -0.10
C 26.47392 16.34216 16.07293 0.91 0.25 -1.80
C 27.79893 16.33174 16.76923 2.79 -1.12 -1.28
C 28.43718 14.90611 16.82383 -0.02 -0.72 0.29
N 27.46297 13.93846 17.37010 0.25 0.83 -0.50
O 28.02386 12.65284 17.24149 0.12 -0.97 0.85
C 28.98855 14.51799 15.40982 -0.89 0.78 1.21
C 29.53216 14.82817 17.90344 -0.84 1.23 0.05
C 25.90616 13.25783 15.38408 1.59 0.03 0.55
H 25.36795 12.14166 17.83077 0.03 0.18 0.37
H 24.17023 13.45787 17.44038 1.25 -0.62 0.69
H 25.35833 13.74288 18.75730 0.08 -0.38 0.41
H 24.62136 15.20724 16.22498 -0.49 0.21 -0.34
H 25.42109 15.71754 17.66868 -0.42 -0.02 1.23
H 26.14600 17.37796 16.07632 -0.80 -0.01 0.23
H 26.65804 16.15178 14.98351 -0.12 -0.08 0.82
H 27.83488 16.73270 17.75624 -0.52 0.39 0.87
H 28.60061 16.88609 16.19142 -1.04 -0.10 0.52
H 29.35194 13.51698 15.31663 -0.54 -0.90 -0.04
H 28.28290 14.85392 14.65261 0.10 -0.50 -0.22
H 29.87048 15.07648 15.28769 1.22 1.16 -0.31
H 30.33885 15.47582 17.59768 0.49 0.35 0.21
H 29.06503 15.19283 18.88384 0.92 -0.76 -1.24
H 29.90162 13.81186 17.92186 0.11 -0.10 0.43
H 26.27263 12.23853 15.26308 0.13 0.04 0.53
H 26.39783 13.80876 14.55619 -0.61 -0.03 0.51
H 24.83848 13.21243 15.30931 -0.59 0.19 -0.58
H 28.04664 12.34869 18.16744 0.08 -0.01 -0.61
C 18.21253 8.39210 16.48916 1.04 0.48 -0.88
O 19.12367 7.89478 15.80181 -1.29 0.43 1.09
N 18.37887 9.48527 17.28729 -0.80 -0.63 -0.19
C 17.31588 10.24456 17.94588 0.74 1.13 -0.06
C 19.69974 10.05296 17.39012 -0.13 0.99 -0.94
H 17.18644 7.99886 16.41263 0.00 0.15 0.33
H 16.36665 9.76211 18.00559 -0.37 -0.96 0.30
H 17.06447 11.19357 17.45986 0.45 -0.19 -0.72
H 17.68341 10.61981 18.91295 -0.22 -0.78 0.10
H 19.90606 10.26894 18.41638 0.21 0.12 0.82
H 20.40570 9.31893 17.02017 0.18 0.20 -0.18
H 19.73570 11.02426 16.82440 0.23 -0.91 0.25
C 22.95503 15.10799 11.64366 1.44 -1.16 0.80
O 21.92851 15.41498 11.08281 -0.75 0.35 -0.25
N 24.02169 15.92314 11.86370 -1.64 1.19 0.21
C 23.90662 17.37811 11.55578 0.06 -1.11 -0.30
C 25.15510 15.46901 12.61134 1.20 0.27 -0.06
H 23.16228 14.06413 12.03856 -0.33 0.86 -0.49
H 24.96900 17.66118 11.52135 -0.59 0.62 -0.62
H 23.36906 18.04056 12.25971 0.31 -0.80 0.38
H 23.29486 17.44283 10.63521 0.93 0.18 0.11
H 25.34023 16.04693 13.53268 -0.47 -0.13 -0.30
H 24.99359 14.43056 12.90528 0.21 0.08 -0.15
H 26.09274 15.59877 11.99532 -0.78 -0.43 0.50
C 22.85231 16.83627 18.42019 -0.93 -1.43 2.01
O 22.39025 17.23694 17.40270 -0.20 0.81 -1.59
N 22.20349 15.88215 19.22981 2.23 1.69 -0.28
C 23.07626 15.27399 20.21463 -1.47 -1.40 1.63
C 21.27649 15.06402 18.55601 -2.98 1.07 0.98
H 23.79063 17.16902 18.86948 0.29 0.33 0.04
H 23.46810 14.33014 19.79846 0.71 0.57 0.23
H 22.53041 14.88068 21.16171 0.37 0.94 -1.55
H 23.75414 16.04778 20.58701 0.39 -0.58 -0.30
H 21.68229 14.34912 17.92300 1.05 -1.76 -0.97
H 20.57784 14.65953 19.30357 0.34 -0.41 -0.30
H 20.64596 15.67708 17.90755 0.17 0.14 0.05
C 17.67804 13.18028 14.92218 -0.40 -0.59 1.36
O 17.49343 11.99193 15.13726 -0.02 0.02 -0.18
N 17.07684 14.16317 15.61226 0.20 0.97 0.06
C 17.26752 15.54682 15.21570 -0.29 0.19 -0.22
C 16.12170 13.90297 16.62420 -1.99 -0.83 0.08
H 18.38304 13.59785 14.25031 0.84 0.02 -1.16
H 17.81348 15.52904 14.28355 0.68 0.24 0.12
H 17.66482 16.26044 15.96090 0.41 -0.83 -0.10
H 16.32301 15.98997 14.94047 -0.79 -0.01 -0.10
H 16.47864 13.96685 17.63436 0.46 0.52 0.55
H 15.24405 14.55144 16.46828 0.36 0.09 0.32
H 15.69343 12.88891 16.57189 0.48 0.17 -0.44
C 17.67328 16.63761 12.03114 -0.56 0.89 -0.75
O 18.07561 15.57886 11.59513 0.96 -0.38 -0.05
N 18.32491 17.78659 12.25892 0.82 -0.01 0.43
C 17.64734 18.82981 13.05584 -0.01 -0.45 -0.25
C 19.80204 17.83265 12.18402 0.43 0.18 1.18
H 16.61588 16.76912 12.12386 -1.15 0.06 0.50
H 18.02684 19.78147 12.69579 0.03 0.19 0.29
H 17.80566 18.70849 14.15139 0.11 0.12 -0.72
H 16.56377 18.81561 12.85748 0.42 -0.15 0.05
H 20.22184 17.12148 11.43328 -0.48 0.81 0.50
H 20.16660 18.88986 12.10280 -0.57 -0.88 -0.63
H 20.20522 17.55445 13.18484 -0.16 -0.27 -0.57
C 17.90561 11.35706 12.46967 -0.71 -2.15 0.54
O 17.57027 12.45550 12.03193 0.74 0.33 0.02
N 17.20002 10.22212 12.16063 1.85 -0.02 1.28
C 17.72252 8.92345 12.71557 -1.74 2.62 1.10
C 16.06054 10.27100 11.28347 0.26 -0.32 -0.13
H 18.73666 11.08075 13.22574 -0.88 1.14 -1.27
H 18.47516 9.20874 13.46876 -0.21 -0.64 -0.56
H 18.04090 8.34389 11.91096 1.03 -1.19 -1.09
H 16.89370 8.42390 13.22286 0.11 -0.07 0.04
H 15.40900 11.07958 11.58333 -0.50 0.04 0.20
H 16.38647 10.51651 10.28167 0.06 0.00 -0.51
H 15.57493 9.28430 11.25862 -0.02 0.49 0.16
C 20.92026 12.05599 8.93902 -2.18 0.23 0.16
O 20.09745 12.92936 9.28203 0.32 -1.66 -0.17
N 20.64736 10.75664 8.61203 -0.71 -0.18 -0.36
C 21.61851 9.84090 7.94213 0.82 2.58 0.62
C 19.22412 10.32086 8.52908 0.50 0.10 0.74
H 21.91437 12.40019 8.88140 1.77 -0.29 -0.25
H 22.62892 10.25537 8.14847 -0.51 -0.29 -0.15
H 21.49237 9.84257 6.85682 -0.27 -0.18 0.13
H 21.59980 8.87004 8.37284 -0.33 -0.84 0.27
H 18.59163 11.21600 8.60204 0.11 -0.43 -0.17
H 19.08626 9.75113 7.62176 -0.08 0.32 -0.64
H 18.92422 9.58106 9.30043 0.49 0.66 0.13
C 22.96898 11.18737 18.83818 -0.15 -0.94 -1.58
O 22.95695 11.33553 20.03593 0.29 -0.13 0.35
N 23.61554 10.16251 18.13819 -1.16 1.44 0.04
C 23.70995 10.24134 16.67862 0.28 -1.31 -0.10
C 24.45534 9.19646 18.82953 0.29 0.35 -1.74
H 22.35836 11.85415 18.15587 0.64 -0.52 0.31
H 23.43019 11.19278 16.27526 -0.44 0.66 0.05
H 23.14464 9.45181 16.10232 0.38 0.64 0.85
H 24.76661 10.11363 16.44111 0.10 0.00 -0.26
H 23.90226 8.76071 19.61114 -0.39 -0.50 1.21
H 24.76078 8.41491 18.11447 -0.36 0.22 0.23
H 25.37470 9.66247 19.15102 0.29 0.17 0.54